DFT (wB97M-V/def2-TZVPD) results for a structure of composition C16H14BeCl2F4N3.

Computed properties:
Frontier orbital gap, eV: 6.605
Calculated total energy, eV: -57595.7008
LUMO energy, eV: 2.681
Highest occupied orbital energy, eV: -3.92

Geometry as ORCA input:
```
! wB97M-V def2-TZVPD RIJCOSX def2/J DEFGRID3
* xyz -1 1
Be -0.69761 -0.31700 -0.64835
C 1.47722 -1.22798 -2.66311
N -0.74774 -0.08483 -2.33615
C -2.00870 -2.77418 -2.50776
C -2.12734 0.34235 -2.43643
C -2.31397 1.40813 -1.34860
N -1.72475 0.84597 -0.12376
C -2.04755 1.37148 1.08172
C -1.82835 0.62951 2.26755
F -1.32191 -0.60391 2.16682
C -2.13433 1.11055 3.51739
F -1.89842 0.32236 4.58540
C -2.69248 2.36232 3.71739
C -2.91428 3.10549 2.58087
F -3.43384 4.34732 2.69217
C -2.60429 2.64623 1.31539
F -2.80906 3.51287 0.29285
H 2.02334 -2.11738 -2.97153
H 1.36141 -0.47876 -3.43739
H 1.84420 -0.81047 -1.73363
H -0.28381 -2.25478 -3.71391
H -2.42554 -2.78721 -1.49399
H -2.64153 -2.13042 -3.13215
H -2.40352 0.74794 -3.42104
H -2.81514 -0.48722 -2.20879
H -1.82468 2.33587 -1.66301
H -3.37948 1.62427 -1.22005
H -2.93454 2.73149 4.70153
Cl 1.24360 -3.18012 2.18794
C 1.06217 -3.74917 0.55061
C 1.56647 -4.98944 0.19515
C 1.45437 -5.48893 -1.09879
C 0.80856 -4.72157 -2.07506
C 0.39237 -3.48606 -1.68415
Cl -0.36714 -1.92721 -2.42342
C 0.41230 -2.91103 -0.39319
N -0.11276 -1.71677 -0.29651
H 2.05405 -5.57937 0.96120
H 1.84276 -6.46944 -1.33890
H 0.65049 -5.08879 -3.08014
*
```

---

DFT (wB97M-V/def2-TZVPD) results for a cluster of 15 separate species, H29O15 in total at a distorted geometry.

Computed properties:
Frontier orbital gap, eV: 9.033
Calculated total energy, eV: -31181.7944
LUMO energy, eV: 2.199
Highest occupied orbital energy, eV: -6.83

Geometry as ORCA input:
```
! wB97M-V def2-TZVPD RIJCOSX def2/J DEFGRID3
* xyz -1 1
O 4.11904 1.77515 0.28031
H 4.85072 1.09306 0.62875
H -1.48586 2.37166 -4.22428
O -1.58820 -2.88474 -0.33934
H -1.37966 -3.59376 0.27542
H -1.31300 -2.02401 -0.04627
O -0.85524 3.15637 -4.17058
H -1.08879 3.46376 -3.35123
H -0.18867 -0.55823 3.93188
O 1.35707 -2.41199 -1.02913
H 0.40831 -2.10536 -1.47605
H 1.80222 -1.45423 -1.11505
O 1.22433 1.53420 1.24255
H 0.92497 0.63037 1.23033
H 0.47467 1.85156 0.71192
O -3.01615 3.03284 1.93315
H -2.33215 2.59357 2.31006
H -3.30731 2.38359 1.32654
O -0.14045 -2.78916 1.68096
H -0.59677 -2.16011 2.20633
H 0.74943 -2.46113 1.70771
O 1.71474 0.13665 -1.41594
H 2.40981 0.78037 -1.38821
H 3.30547 1.68997 0.46626
O 1.29373 -3.35987 -4.28773
H 1.12256 -3.60390 -3.34026
H 2.29289 -3.18119 -3.92436
O -4.13070 -3.08739 -0.45856
H -3.83016 -4.02438 -0.35800
O -1.08903 1.04174 -2.46515
H -0.87566 1.31128 -1.55563
H -1.89405 0.60498 -2.14114
O 4.00046 2.27519 2.84464
H 3.68963 2.94325 2.32264
H 3.37120 1.47459 2.78120
O -0.81066 1.84610 -0.10018
H -0.93161 2.74538 -0.39244
H 0.99384 0.85802 -1.25300
O 0.54912 -0.22756 4.32850
H 0.99011 0.38451 3.64045
H -3.43358 -2.48474 -0.15719
O -2.54172 -0.11662 0.95153
H -2.71207 0.19171 1.82064
H -2.10280 0.35848 0.36798
*
```

---

DFT (wB97M-V/def2-TZVPD) results for the molecule C18H16N8O3S at a distorted geometry.

Computed properties:
Frontier orbital gap, eV: 8.274
Calculated total energy, eV: -47820.2858
LUMO energy, eV: -0.021
Highest occupied orbital energy, eV: -8.29

Geometry as ORCA input:
```
! wB97M-V def2-TZVPD RIJCOSX def2/J DEFGRID3
* xyz 0 1
C -3.77810 -3.73503 -0.89031
C -4.12284 -3.42453 0.56277
O -4.28776 -2.03823 0.79713
C -3.20794 -1.22578 0.86347
C -1.87643 -1.63676 0.86259
C -0.86047 -0.70663 0.95596
C -1.14352 0.65235 1.05768
C -0.07608 1.62731 1.16306
C 1.14273 1.78920 0.50772
C 1.79250 0.97760 -0.53886
O 1.37607 -0.10396 -0.91238
N 2.90750 1.60605 -1.00997
N 3.80208 1.23645 -1.94869
C 3.69050 0.16448 -2.63340
C 4.69258 -0.15911 -3.61909
C 4.63797 -1.33064 -4.42925
C 5.68270 -1.42648 -5.28276
S 6.76775 -0.09565 -5.12793
C 5.80081 0.59652 -3.90072
N 1.71001 2.93406 0.96830
N 0.96381 3.47668 1.83274
N -0.13561 2.72098 1.98344
C -1.09976 3.01671 2.92961
N -1.63864 4.19192 3.08814
O -2.47288 4.10120 4.11594
N -2.48327 2.85690 4.64849
C -1.64349 2.13790 3.94616
N -1.40511 0.82404 4.12897
C -2.47907 1.06480 1.05336
C -3.49177 0.14111 0.95716
H -4.55121 -3.33958 -1.54420
H -3.71447 -4.81067 -1.02911
H -2.82884 -3.28534 -1.17116
H -5.09544 -3.85577 0.81504
H -3.37269 -3.84577 1.24311
H -1.61277 -2.67940 0.78776
H 0.16546 -1.03747 0.93966
H 3.13618 2.49412 -0.57287
H 2.87311 -0.54475 -2.52823
H 3.84713 -2.05629 -4.36430
H 5.89317 -2.19523 -5.99912
H 6.08437 1.52106 -3.44122
H -1.76431 0.41408 4.97325
H -0.57708 0.42012 3.72812
H -2.72247 2.11678 1.08927
H -4.52440 0.45063 0.94468
*
```